ORCA calculation (the ωB97M-V functional and the def2-TZVPD basis) on a cluster of 10 separate species, C23H60BBrNO13S9 in total at a distorted geometry.

Last columns: bonded neighbours and bond lengths (Å).
Atoms and positions in Å:
1 C -0.39 -5.95 -1.65  C2 1.328, H13 1.161
2 C -0.57 -5.53 -2.89  C1 1.328, C3 1.634
3 C -0.68 -5.43 -4.52  C2 1.634, C4 1.616, H14 1.168, H15 1.167
4 C 0.52 -4.60 -5.20  C3 1.616, N5 1.504, B7 1.637, C10 1.646
5 N 0.09 -3.33 -5.88  C4 1.504, Br6 1.872, H16 1.033
6 Br -0.92 -2.21 -4.77  N5 1.872
7 B 1.79 -4.28 -4.22  C4 1.637, O8 1.481, O9 1.464
8 O 2.29 -2.90 -4.07  B7 1.481, H17 0.990
9 O 2.55 -5.28 -3.47  B7 1.464, H18 0.999
10 C 1.12 -5.55 -6.40  C4 1.646, O11 1.316, O12 1.406
11 O 0.98 -5.19 -7.66  C10 1.316
12 O 1.73 -6.80 -6.18  C10 1.406
13 H -0.29 -6.55 -0.66  C1 1.161
14 H -1.74 -5.00 -4.75  C3 1.168
15 H -0.70 -6.51 -4.98  C3 1.167
16 H 0.89 -2.84 -6.32  N5 1.033
17 H 2.94 -2.70 -4.80  O8 0.990
18 H 2.72 -4.92 -2.56  O9 0.999
19 C -5.83 -1.20 -3.33  S20 1.807, H23 1.091, H24 1.092, H25 1.092
20 S -5.70 -2.50 -4.58  C19 1.807, O21 1.493, C22 1.807
21 O -4.48 -3.30 -4.27  S20 1.493
22 C -5.30 -1.40 -5.96  S20 1.807, H26 1.092, H27 1.092, H28 1.091
23 H -6.04 -1.67 -2.37  C19 1.091
24 H -4.88 -0.65 -3.27  C19 1.092
25 H -6.64 -0.52 -3.59  C19 1.092
26 H -4.39 -0.84 -5.73  C22 1.092
27 H -6.13 -0.72 -6.13  C22 1.092
28 H -5.14 -2.01 -6.85  C22 1.091
29 C 1.27 1.21 -2.07  S30 1.807, H33 1.091, H34 1.092, H35 1.092
30 S 1.59 -0.56 -1.86  C29 1.807, O31 1.496, C32 1.807
31 O 0.66 -1.07 -0.81  S30 1.496
32 C 3.22 -0.36 -1.09  S30 1.807, H36 1.092, H37 1.092, H38 1.091
33 H 0.28 1.33 -2.50  C29 1.091
34 H 1.30 1.71 -1.10  C29 1.092
35 H 2.01 1.64 -2.74  C29 1.092
36 H 3.13 0.24 -0.18  C32 1.092
37 H 3.90 0.12 -1.80  C32 1.092
38 H 3.60 -1.35 -0.84  C32 1.091
39 C 1.84 -9.37 1.12  S40 1.806, H43 1.091, H44 1.092, H45 1.092
40 S 0.45 -10.03 0.17  C39 1.806, O41 1.494, C42 1.807
41 O -0.41 -8.88 -0.22  S40 1.494
42 C -0.35 -10.86 1.56  S40 1.807, H46 1.092, H47 1.092, H48 1.091
43 H 2.47 -8.78 0.46  C39 1.091
44 H 1.47 -8.74 1.93  C39 1.092
45 H 2.43 -10.20 1.53  C39 1.092
46 H -0.59 -10.14 2.34  C42 1.092
47 H 0.31 -11.64 1.96  C42 1.092
48 H -1.27 -11.32 1.20  C42 1.091
49 C 5.94 -3.97 -8.30  S50 1.808, H53 1.092, H54 1.092, H55 1.092
50 S 4.27 -4.30 -7.69  C49 1.808, O51 1.498, C52 1.804
51 O 4.28 -4.08 -6.20  S50 1.498
52 C 4.31 -6.08 -7.97  S50 1.804, H56 1.092, H57 1.092, H58 1.094
53 H 6.14 -2.90 -8.18  C49 1.092
54 H 6.67 -4.54 -7.73  C49 1.092
55 H 6.00 -4.23 -9.36  C49 1.092
56 H 5.13 -6.53 -7.41  C52 1.092
57 H 4.42 -6.28 -9.04  C52 1.092
58 H 3.36 -6.51 -7.62  C52 1.094
59 C -1.21 1.89 1.66  S60 1.806, H63 1.091, H64 1.092, H65 1.092
60 S -1.58 3.59 1.17  C59 1.806, O61 1.499, C62 1.807
61 O -0.96 3.81 -0.18  S60 1.499
62 C -0.52 4.38 2.40  S60 1.807, H66 1.093, H67 1.092, H68 1.091
63 H -1.75 1.21 0.99  C59 1.091
64 H -0.14 1.70 1.58  C59 1.092
65 H -1.55 1.73 2.69  C59 1.092
66 H 0.51 4.04 2.27  C62 1.093
67 H -0.88 4.14 3.40  C62 1.092
68 H -0.57 5.46 2.25  C62 1.091
69 C -6.77 3.65 2.66  S70 1.807, H73 1.091, H74 1.092, H75 1.092
70 S -5.24 4.26 1.91  C69 1.807, O71 1.495, C72 1.805
71 O -4.14 3.35 2.34  S70 1.495
72 C -5.12 5.76 2.92  S70 1.805, H76 1.092, H77 1.092, H78 1.090
73 H -7.01 2.69 2.20  C69 1.091
74 H -6.63 3.52 3.73  C69 1.092
75 H -7.58 4.36 2.47  C69 1.092
76 H -5.09 5.50 3.98  C72 1.092
77 H -5.98 6.40 2.72  C72 1.092
78 H -4.21 6.29 2.64  C72 1.090
79 C 1.09 5.36 7.45  S80 1.806, H83 1.092, H84 1.091, H85 1.092
80 S 0.72 6.16 5.87  C79 1.806, O81 1.497, C82 1.806
81 O -0.58 5.60 5.38  S80 1.497
82 C 2.04 5.36 4.93  S80 1.806, H86 1.092, H87 1.092, H88 1.092
83 H 0.36 5.69 8.18  C79 1.092
84 H 1.04 4.28 7.34  C79 1.091
85 H 2.09 5.66 7.77  C79 1.092
86 H 1.92 4.27 4.98  C82 1.092
87 H 3.01 5.65 5.34  C82 1.092
88 H 1.97 5.68 3.89  C82 1.092
89 C 5.43 2.62 8.34  S90 1.806, H93 1.091, H94 1.092, H95 1.092
90 S 4.04 1.98 7.38  C89 1.806, O91 1.497, C92 1.806
91 O 3.18 3.14 7.00  S90 1.497
92 C 3.23 1.14 8.77  S90 1.806, H96 1.092, H97 1.092, H98 1.091
93 H 6.06 3.22 7.67  C89 1.091
94 H 5.06 3.25 9.15  C89 1.092
95 H 6.02 1.79 8.74  C89 1.092
96 H 3.00 1.86 9.56  C92 1.092
97 H 3.89 0.36 9.15  C92 1.092
98 H 2.31 0.69 8.41  C92 1.091
99 C -2.46 9.84 3.16  S100 1.806, H103 1.091, H104 1.092, H105 1.092
100 S -3.53 9.73 1.72  C99 1.806, O101 1.496, C102 1.806
101 O -4.30 8.45 1.83  S100 1.496
102 C -2.21 9.46 0.51  S100 1.806, H106 1.092, H107 1.092, H108 1.091
103 H -3.08 9.97 4.05  C99 1.091
104 H -1.87 8.93 3.26  C99 1.092
105 H -1.79 10.70 3.06  C99 1.092
106 H -1.64 8.57 0.78  C102 1.092
107 H -1.55 10.34 0.49  C102 1.092
108 H -2.66 9.33 -0.47  C102 1.091

The HOMO energy is -4.055 eV. The calculation puts the maximum force at 0.135 hartree/bohr. The spin multiplicity is 1. Its HOMO-LUMO gap is 0.199 Eh. Its charge is -1. The value obtained for the LUMO energy is 1.37 eV.



ORCA calculation (the ωB97M-V functional and the def2-TZVPD basis) on a cluster of 8 separate species, C23H61NO15 in total at a distorted geometry.

Last columns: bonded neighbours and bond lengths (Å).
Atoms and positions in Å:
1 C 3.10 -3.21 -3.22  C2 1.533, H12 1.083, H13 1.091, H14 1.090
2 C 3.18 -1.73 -2.82  C1 1.533, C3 1.562, C4 1.526, N10 1.464
3 C 3.45 -1.03 -4.18  C2 1.562, H15 1.089, H16 1.091, H17 1.091
4 C 1.87 -1.23 -2.22  C2 1.526, C5 1.520, H18 1.095, H19 1.090
5 C 2.10 0.12 -1.57  C4 1.520, C6 1.537, H20 1.091, H21 1.094
6 C 3.22 0.14 -0.53  C5 1.537, C7 1.532, H22 1.089, H23 1.092
7 C 4.55 -0.34 -1.12  C6 1.532, C8 1.538, C9 1.517, N10 1.470
8 C 5.17 0.79 -1.95  C7 1.538, H24 1.090, H25 1.093, H26 1.088
9 C 5.45 -0.73 0.04  C7 1.517, H27 1.100, H28 1.089, H29 1.092
10 N 4.30 -1.57 -1.88  C2 1.464, C7 1.470, O11 1.401
11 O 5.46 -2.22 -2.33  N10 1.401, H30 0.965
12 H 4.00 -3.59 -3.67  C1 1.083
13 H 2.90 -3.77 -2.31  C1 1.091
14 H 2.20 -3.37 -3.82  C1 1.090
15 H 2.64 -1.23 -4.89  C3 1.089
16 H 3.57 0.05 -4.05  C3 1.091
17 H 4.39 -1.38 -4.60  C3 1.091
18 H 1.16 -1.01 -3.03  C4 1.095
19 H 1.40 -2.03 -1.63  C4 1.090
20 H 2.32 0.90 -2.31  C5 1.091
21 H 1.20 0.45 -1.05  C5 1.094
22 H 2.90 -0.48 0.30  C6 1.089
23 H 3.26 1.20 -0.27  C6 1.092
24 H 5.99 0.44 -2.58  C8 1.090
25 H 5.56 1.58 -1.31  C8 1.093
26 H 4.42 1.25 -2.59  C8 1.088
27 H 5.52 0.16 0.68  C9 1.100
28 H 6.48 -1.01 -0.22  C9 1.089
29 H 5.01 -1.48 0.69  C9 1.092
30 H 5.65 -2.87 -1.63  O11 0.965
31 O -1.41 -5.34 2.69  C32 1.431, H35 0.961
32 C -1.97 -5.28 1.37  O31 1.431, C33 1.523, H36 1.093, H37 1.092
33 C -2.95 -4.12 1.32  C32 1.523, O34 1.403, H38 1.095, H39 1.096
34 O -3.98 -4.20 2.27  C33 1.403, H40 0.962
35 H -1.85 -6.03 3.19  O31 0.961
36 H -1.13 -5.05 0.71  C32 1.093
37 H -2.45 -6.19 1.00  C32 1.092
38 H -3.36 -4.15 0.30  C33 1.095
39 H -2.40 -3.18 1.43  C33 1.096
40 H -3.59 -4.23 3.15  O34 0.962
41 O -3.60 4.35 0.97  C42 1.415, H45 0.961
42 C -4.21 4.16 -0.29  O41 1.415, C43 1.506, H46 1.100, H47 1.093
43 C -4.50 2.72 -0.64  C42 1.506, O44 1.459, H48 1.086, H49 1.096
44 O -3.22 2.07 -0.86  C43 1.459, H50 0.971
45 H -2.81 4.88 0.83  O41 0.961
46 H -5.14 4.73 -0.43  C42 1.100
47 H -3.57 4.58 -1.07  C42 1.093
48 H -5.21 2.61 -1.46  C43 1.086
49 H -4.91 2.11 0.17  C43 1.096
50 H -2.74 2.15 -0.02  O44 0.971
51 O 0.91 -3.49 0.55  C52 1.416, H55 0.967
52 C 2.01 -3.40 1.43  O51 1.416, C53 1.492, H56 1.096, H57 1.099
53 C 2.89 -4.59 1.19  C52 1.492, O54 1.429, H58 1.097, H59 1.093
54 O 3.55 -4.66 -0.07  C53 1.429, H60 0.969
55 H 0.30 -2.74 0.60  O51 0.967
56 H 2.50 -2.43 1.33  C52 1.096
57 H 1.59 -3.46 2.44  C52 1.099
58 H 2.29 -5.50 1.28  C53 1.097
59 H 3.63 -4.72 1.99  C53 1.093
60 H 3.05 -4.07 -0.65  O54 0.969
61 O -2.39 2.00 -3.50  C62 1.422, H65 0.974
62 C -3.13 0.94 -4.10  O61 1.422, C63 1.498, H66 1.097, H67 1.099
63 C -2.92 1.00 -5.58  C62 1.498, O64 1.416, H68 1.093, H69 1.105
64 O -3.21 2.26 -6.16  C63 1.416, H70 0.965
65 H -2.59 1.94 -2.54  O61 0.974
66 H -2.83 -0.05 -3.74  C62 1.097
67 H -4.19 1.05 -3.83  C62 1.099
68 H -3.36 0.18 -6.14  C63 1.093
69 H -1.85 0.79 -5.79  C63 1.105
70 H -3.00 2.91 -5.48  O64 0.965
71 O 0.92 0.95 2.45  C72 1.479, H75 0.969
72 C 1.32 1.92 3.50  O71 1.479, C73 1.513, H76 1.082, H77 1.093
73 C 2.82 2.03 3.54  C72 1.513, O74 1.405, H78 1.094, H79 1.105
74 O 3.43 0.79 3.30  C73 1.405, H80 0.961
75 H 1.54 0.22 2.57  O71 0.969
76 H 0.87 2.87 3.26  C72 1.082
77 H 0.96 1.31 4.34  C72 1.093
78 H 3.18 2.61 4.40  C73 1.094
79 H 3.06 2.72 2.71  C73 1.105
80 H 4.38 0.91 3.25  O74 0.961
81 O -2.06 1.50 1.64  C82 1.437, H85 0.967
82 C -2.43 0.12 1.48  O81 1.437, C83 1.519, H86 1.094, H87 1.094
83 C -1.63 -0.55 0.37  C82 1.519, O84 1.427, H88 1.095, H89 1.088
84 O -0.38 -0.99 0.88  C83 1.427, H90 0.969
85 H -1.23 1.46 2.14  O81 0.967
86 H -2.39 -0.43 2.42  C82 1.094
87 H -3.50 0.10 1.24  C82 1.094
88 H -1.52 0.21 -0.41  C83 1.095
89 H -2.19 -1.36 -0.11  C83 1.088
90 H -0.06 -0.24 1.41  O84 0.969
91 O -4.25 3.47 3.48  C92 1.399, H95 0.966
92 C -4.24 4.59 4.33  O91 1.399, C93 1.548, H96 1.097, H97 1.095
93 C -5.27 5.66 3.92  C92 1.548, O94 1.414, H98 1.090, H99 1.093
94 O -4.85 6.43 2.81  C93 1.414, H100 0.959
95 H -3.58 3.55 2.79  O91 0.966
96 H -4.60 4.35 5.34  C92 1.097
97 H -3.25 5.05 4.43  C92 1.095
98 H -5.39 6.31 4.78  C93 1.090
99 H -6.18 5.11 3.65  C93 1.093
100 H -4.20 5.98 2.28  O94 0.959

Its energy relative to the best compared isomer or geometry (same formula, charge and spin) is 26.9 kcal per mole. The HOMO energy is -7.992 eV. The calculation puts the maximum force at 0.056 hartree/bohr. The spin multiplicity is 1. Its HOMO-LUMO gap is 0.292 Eh. The value obtained for the LUMO energy is -0.03 eV. Its SMILES is CC1(C)CCCC(C)(C)N1O.OCCO.OCCO.OCCO.OCCO.OCCO.OCCO.OCCO.